Below is a structure of composition C3LiMgO3Tl in a non-equilibrium geometry, with properties calculated with ωB97M-V/def2-TZVPD.

Calculated values
2S+1 = 2
Maximum force = 0.049 hartree/bohr
Lowest unoccupied orbital energy (spin up / spin down) = -4.15 / -4.29 eV
HOMO level (spin up / spin down) = -10.155 / -12.088 eV
Net charge = +1
Orbital gap (spin up / spin down) = 6.0 / 7.8 eV
Total energy = -719.93501 a.u.

Cartesian coordinates (Å):
O: -2.5208 0.4841 -0.4053
C: -1.3974 0.8537 -0.0153
O: -0.9410 2.0295 -0.0541
Mg: 0.9960 2.1527 0.5128
Li: -2.4104 -1.4207 -0.3534
C: -0.4018 -0.2736 0.3060
C: 0.6956 -0.8493 0.2200
O: 1.8702 -1.1719 0.3584
Tl: 4.1095 -1.8044 -0.5691